{
  "formula": "C46H69BN6O4P2S2Ti",
  "method": "the ωB97M-V functional and the def2-TZVPD basis",
  "elements": ["Ti", "C", "C", "C", "C", "P", "C", "N", "B", "N", "C", "P", "C", "C", "C", "C", "C", "C", "C", "C", "C", "C", "C", "C", "C", "C", "C", "C", "C", "C", "H", "H", "H", "H", "H", "H", "H", "H", "H", "H", "H", "H", "H", "H", "H", "H", "H", "H", "H", "H", "H", "H", "H", "H", "H", "H", "H", "H", "H", "H", "H", "H", "H", "H", "H", "H", "H", "H", "H", "H", "H", "H", "H", "H", "S", "C", "N", "C", "C", "N", "C", "C", "C", "C", "C", "C", "C", "C", "S", "C", "C", "C", "C", "C", "C", "C", "H", "H", "H", "H", "H", "H", "H", "H", "H", "H", "H", "H", "H", "H", "H", "H", "H", "H", "C", "C", "N", "O", "C", "C", "N", "O", "H", "H", "H", "H", "H", "H", "H", "O", "O"],
  "xyz": [[-0.47602, -0.51755, 0.11032], [-3.80345, -3.24897, -0.83707], [-2.75918, -3.07422, -1.95193], [-3.10541, -1.76483, -2.67192], [-2.85116, -4.21899, -2.95930], [-1.05749, -2.82678, -1.14422], [0.03445, -2.57140, -2.65298], [1.42364, -2.46332, -2.27620], [1.96716, -1.58721, -1.23429], [3.42460, -1.79954, -1.25844], [4.52852, -1.10324, -0.58632], [4.06416, -0.05826, 0.91643], [4.92380, 1.56451, 0.42336], [6.36937, 1.50198, -0.07373], [4.02807, 2.12139, -0.69501], [4.82034, 2.51786, 1.61921], [5.09897, -0.92781, 2.25990], [4.64577, -0.35951, 3.61253], [6.61844, -0.82299, 2.16177], [4.68098, -2.40788, 2.21084], [3.68752, -2.69391, -2.28924], [4.89422, -3.21238, -2.71673], [4.89869, -4.10865, -3.78766], [3.72056, -4.48071, -4.40635], [2.49334, -3.97397, -3.97283], [2.48184, -3.09004, -2.91196], [-0.41054, -4.50878, -0.51089], [0.10449, -5.43198, -1.61525], [-1.51980, -5.21117, 0.27868], [0.74013, -4.23814, 0.47072], [-4.79634, -3.03507, -1.23869], [-3.61283, -2.54353, -0.02545], [-3.82339, -4.25760, -0.43267], [-3.15161, -0.93949, -1.96527], [-2.40042, -1.52362, -3.46709], [-4.09759, -1.86607, -3.12111], [-3.86498, -4.23598, -3.36654], [-2.66364, -5.19348, -2.50979], [-2.16410, -4.07074, -3.79357], [-0.29236, -1.64389, -3.13594], [-0.10405, -3.39745, -3.35064], [5.00297, -0.44429, -1.31998], [5.26912, -1.84994, -0.28913], [6.53858, 0.67796, -0.76674], [7.07706, 1.40659, 0.74711], [6.60873, 2.42880, -0.60239], [4.08427, 1.51927, -1.60433], [4.32971, 3.14285, -0.94130], [2.98609, 2.14747, -0.37252], [5.53462, 2.25989, 2.40240], [3.81127, 2.49097, 2.03697], [5.03019, 3.54221, 1.29921], [4.82225, 0.71327, 3.68048], [5.20463, -0.84428, 4.41793], [3.58521, -0.53747, 3.78638], [6.95646, 0.17599, 2.43602], [6.98229, -1.05465, 1.15978], [7.07775, -1.52738, 2.86184], [3.61683, -2.51396, 1.97803], [4.85797, -2.87683, 3.18152], [5.24514, -2.96422, 1.46213], [5.82244, -2.92302, -2.24083], [5.83753, -4.51848, -4.13633], [3.74573, -5.17154, -5.23886], [1.58162, -4.26154, -4.48158], [-0.62178, -5.57388, -2.41448], [0.31174, -6.41316, -1.18000], [1.03288, -5.06210, -2.04624], [-2.28283, -5.62228, -0.38007], [-1.98420, -4.52815, 0.99264], [-1.08840, -6.04308, 0.83950], [1.63239, -3.88644, -0.04503], [0.99973, -5.16569, 0.98733], [0.44636, -3.50682, 1.22490], [0.09053, 1.75702, 0.96586], [-0.97373, 2.72807, 0.00743], [-1.31614, 3.96418, 0.49351], [-2.46562, 4.64330, -0.06858], [-2.45187, 4.49076, -1.58057], [-2.38224, 3.08620, -1.91773], [-3.34324, 2.56549, -2.87828], [-4.77021, 2.84843, -2.46268], [-5.21757, 2.45331, -1.20360], [-6.52368, 2.70773, -0.81773], [-7.40055, 3.34450, -1.68680], [-6.96766, 3.71687, -2.94929], [-5.65397, 3.47792, -3.33023], [-1.51884, 2.28091, -1.22034], [-0.97267, 0.84169, -1.97886], [-0.44588, 4.72485, 1.37602], [-1.19420, 5.19665, 2.59822], [-1.44081, 6.54581, 2.81456], [-2.18912, 6.95941, 3.90858], [-2.70387, 6.02048, 4.78788], [-2.44951, 4.67004, 4.58499], [-1.70238, 4.25940, 3.49346], [-2.42340, 5.69260, 0.22134], [-3.38872, 4.21007, 0.33135], [-1.57511, 5.01254, -1.98554], [-3.35016, 4.92442, -2.01804], [-3.18692, 1.48944, -2.93482], [-3.15090, 2.98876, -3.86997], [-4.54169, 1.91401, -0.55136], [-6.86425, 2.40124, 0.16358], [-8.42184, 3.53879, -1.38527], [-7.65303, 4.19408, -3.63804], [-5.31183, 3.77143, -4.31631], [-0.04151, 5.58571, 0.82904], [0.37651, 4.07495, 1.66640], [-1.04318, 7.28034, 2.12322], [-2.37927, 8.01342, 4.06437], [-3.29840, 6.34082, 5.63343], [-2.84136, 3.93742, 5.27906], [-1.50430, 3.20713, 3.31978], [-1.56339, -1.02330, 4.21587], [-1.53599, -0.81023, 2.73903], [-0.46758, -1.07855, 2.01573], [0.63829, -1.49035, 2.74513], [-2.59851, -0.29080, 1.96256], [-3.87249, 0.29800, 2.47127], [-2.29943, -0.24781, 0.66457], [-3.15133, 0.23374, -0.17671], [-0.98346, -1.90914, 4.46651], [-2.58231, -1.13052, 4.57852], [-1.10088, -0.17082, 4.71838], [1.38741, -1.31533, 2.14833], [-4.20311, -0.16465, 3.39869], [-4.64388, 0.18908, 1.70989], [-3.72911, 1.36919, 2.64631], [1.22621, -1.48040, 0.10110], [1.32309, -0.35096, -0.81221]],
  "forces_ev_per_a": [[1.355, 0.336, -2.412], [0.059, 0.005, -0.002], [0.047, 0.103, 0.227], [0.009, 0.002, -0.005], [0.060, -0.012, 0.151], [-0.041, -0.501, -0.969], [0.009, 0.106, 0.154], [-0.081, 0.283, 0.316], [1.065, -0.683, -0.808], [-0.363, 0.324, 0.296], [-0.445, -0.080, -0.266], [0.538, -0.311, -0.158], [-0.255, -0.067, 0.078], [-0.015, -0.006, 0.084], [-0.115, -0.113, 0.082], [-0.002, -0.080, -0.061], [-0.285, 0.077, -0.055], [0.069, 0.018, -0.075], [-0.108, 0.009, -0.010], [-0.039, 0.113, -0.064], [0.187, -0.183, 0.015], [-0.006, 0.139, 0.012], [0.038, -0.117, -0.066], [0.084, -0.046, -0.034], [-0.008, 0.087, -0.004], [0.054, -0.107, -0.153], [-0.023, 0.232, 0.239], [-0.083, 0.063, -0.035], [0.011, 0.087, -0.074], [-0.055, 0.039, -0.017], [-0.008, 0.026, -0.030], [-0.107, 0.001, 0.029], [-0.005, 0.020, 0.023], [0.079, 0.089, -0.046], [-0.018, 0.032, -0.023], [-0.001, -0.097, -0.040], [-0.015, 0.012, -0.026], [-0.003, -0.002, -0.028], [-0.002, -0.074, -0.026], [-0.092, -0.144, -0.074], [-0.001, 0.049, 0.004], [0.086, -0.065, 0.066], [0.048, 0.107, -0.012], [0.054, 0.040, -0.032], [0.011, -0.026, -0.030], [-0.013, 0.020, -0.008], [-0.006, 0.021, -0.021], [0.090, -0.020, -0.022], [-0.093, 0.001, -0.042], [-0.017, 0.020, 0.015], [0.005, 0.078, 0.055], [0.026, 0.000, -0.002], [-0.013, 0.002, 0.049], [0.009, -0.012, 0.013], [-0.099, -0.003, -0.019], [0.054, -0.005, -0.034], [0.047, -0.014, 0.005], [0.008, -0.013, -0.004], [-0.016, -0.068, 0.022], [0.049, -0.002, 0.004], [-0.040, -0.036, -0.014], [0.000, 0.015, -0.017], [0.016, 0.015, 0.008], [-0.007, 0.000, -0.006], [-0.031, 0.005, 0.051], [0.040, -0.044, -0.009], [0.017, -0.010, 0.028], [-0.004, -0.014, -0.021], [-0.056, 0.023, 0.055], [-0.073, -0.069, 0.038], [0.045, -0.005, -0.004], [0.018, 0.028, 0.040], [-0.020, -0.057, -0.040], [0.065, -0.058, 0.057], [-0.016, 0.149, 0.029], [0.127, 0.354, 0.294], [0.114, -0.273, -0.238], [-0.090, -0.009, -0.190], [0.154, 0.140, 0.216], [0.029, -0.200, 0.316], [-0.020, -0.024, -0.044], [0.001, 0.034, -0.048], [-0.004, -0.028, -0.056], [0.009, 0.018, 0.032], [-0.044, -0.011, -0.031], [-0.045, 0.033, 0.000], [0.062, -0.039, 0.004], [-0.053, 0.157, -0.603], [-0.024, 0.107, 0.063], [-0.176, -0.021, 0.170], [-0.035, 0.066, -0.057], [0.061, -0.048, 0.026], [-0.053, 0.008, 0.009], [0.021, 0.073, 0.050], [-0.017, -0.048, -0.023], [0.000, -0.003, 0.037], [-0.036, 0.007, -0.028], [-0.003, 0.066, 0.009], [-0.062, 0.020, -0.045], [-0.006, -0.029, 0.014], [0.057, 0.013, -0.053], [-0.013, -0.030, 0.004], [0.036, 0.010, 0.082], [0.003, -0.014, 0.000], [-0.001, -0.003, 0.006], [0.014, 0.028, 0.001], [-0.006, 0.029, -0.006], [0.013, -0.027, 0.018], [0.043, 0.081, -0.040], [-0.003, -0.002, -0.020], [-0.004, 0.003, 0.011], [0.005, -0.007, 0.016], [-0.002, -0.011, -0.001], [-0.006, -0.020, -0.017], [0.037, 0.065, -0.124], [0.593, -0.295, 0.014], [-0.203, -0.147, 1.553], [0.097, -0.031, 0.229], [-0.407, 0.005, -0.272], [0.136, -0.132, -0.098], [-3.251, 0.806, 0.814], [-0.212, -0.258, 0.759], [-0.033, 0.016, 0.066], [-0.005, 0.006, -0.004], [0.019, -0.010, 0.027], [-0.055, -0.063, -0.010], [0.019, 0.000, 0.033], [-0.009, -0.010, 0.022], [-0.082, 0.023, 0.004], [0.674, -0.978, 1.684], [0.968, 0.969, -0.926]],
  "orbital_gap_ev": [6.4, 6.4],
  "homo_ev": [-6.2, -7.0],
  "relative_energy_kj_mol": 0.0,
  "multiplicity": 3
}